[1]
Molecular formula: C12H10BO2Pd
Method: DFT, the ωB97M-V functional and the def2-TZVPD basis

Element x y z (Å)
Pd -0.2252 0.0732 0.2943
C 1.8444 1.7049 0.0727
C 0.7962 2.4469 0.6239
C 0.1947 2.0263 1.8233
C 0.6472 0.8568 2.4622
C 1.7058 0.1224 1.9091
C 2.3028 0.5483 0.7156
H 2.3466 2.0627 -0.8155
H 0.4876 3.3727 0.1587
H -0.5712 2.6327 2.2867
H 0.2268 0.5662 3.4149
H 2.1004 -0.7333 2.4393
H 3.1590 0.0176 0.3224
O -2.9118 0.9695 0.2530
B -2.1703 -0.1582 -0.0841
O -2.9905 -1.2051 -0.3982
C -4.2776 -0.7420 -0.2521
C -5.4723 -1.4075 -0.4312
C -6.6241 -0.6653 -0.2182
C -6.5773 0.6772 0.1619
C -5.3729 1.3368 0.3564
C -4.2290 0.5963 0.1419
H -5.5083 -2.4501 -0.7148
H -7.5882 -1.1372 -0.3479
H -7.5048 1.2135 0.3076
H -5.3225 2.3734 0.6597

* frontier orbital gap: 0.205 Eh
* net charge: +1
* multiplicity: 1
* HOMO: -11.786 eV
* LUMO level: -6.22 eV
* molecular weight: 303.442 g/mol
* total energy: -766.2721 Eh

[2]
Molecular formula: C12H10BrF5Tc
Method: DFT, the ωB97M-V functional and the def2-TZVPD basis

Element x y z (Å)
C 1.7291 -0.0128 -1.0915
C 2.4859 0.6020 -0.0362
C 2.7405 -0.4084 0.9667
H 2.9167 1.6002 -0.0609
C 2.0576 -1.6277 0.5865
C 1.4385 -1.3696 -0.6876
H 0.8616 -2.0661 -1.2938
H 1.4143 0.4440 -2.0289
H 3.3624 -0.2597 1.8404
H 1.9058 -2.5297 1.2060
Tc 0.6039 0.0323 0.8043
Br -0.7606 1.5312 -0.4168
C -3.2537 -1.0132 -1.1156
C -2.6462 -2.0585 -1.8701
C -1.9046 -1.4567 -2.9461
H -2.7421 -3.1323 -1.6846
C -2.0587 -0.0479 -2.8523
C -2.9178 0.2329 -1.7297
H -3.2920 1.2186 -1.4320
H -3.8726 -1.1233 -0.2209
H -1.3403 -1.9905 -3.7177
H -1.5999 0.7063 -3.5010
F 0.4090 2.9791 1.6562
C 0.2350 1.7116 2.1786
F -1.1328 1.6240 2.5079
C 1.1181 1.6172 3.4437
F 2.3552 2.0864 3.1177
F 0.6049 2.3664 4.4495
F 1.2829 0.3441 3.9282

* frontier orbital gap (spin up / spin down): 0.264 / 0.231 Eh
* <S²>: 3.784
* net charge: 0
* multiplicity: 4
* HOMO (spin up / spin down): -8.030 / -8.021 eV
* LUMO level (spin up / spin down): -0.85 / -1.73 eV
* molecular weight: 427.106 g/mol
* total energy: -3617.2626 Eh

[3]
Molecular formula: C12H10BrMnN2O4
Method: DFT, the ωB97M-V functional and the def2-TZVPD basis

Element x y z (Å)
Mn 1.9430 -3.8631 0.6212
Br 1.0914 -2.0136 -0.8076
C 1.4043 1.6368 4.2367
C 0.9312 1.0707 3.0498
C 1.5843 -0.0374 2.5437
C 2.7533 -0.4720 3.1576
C 3.2324 0.0969 4.3289
C 2.5656 1.1960 4.8501
N 3.4990 -1.5776 2.5796
O 2.8308 -2.5164 2.0808
O 4.6836 -1.5936 2.6430
H 0.8103 2.3728 4.7664
H 0.1441 1.5509 2.4878
H 1.2533 -0.4561 1.6020
H 4.0181 -0.3571 4.9189
H 2.8807 1.5942 5.8034
C -3.4823 -1.3921 -3.7577
C -3.9670 -0.2094 -4.3338
C -3.2397 0.9654 -4.1389
C -2.0993 0.9896 -3.3670
C -1.6230 -0.1864 -2.8399
C -2.3371 -1.3650 -2.9816
N -1.3956 2.2492 -3.0869
O -0.3569 2.2218 -2.4774
O -1.9419 3.2532 -3.4706
H -4.0542 -2.2910 -3.9515
H -4.8512 -0.2028 -4.9506
H -3.6273 1.8234 -4.6742
H -0.7361 -0.1966 -2.2190
H -1.9138 -2.2904 -2.6135

* frontier orbital gap (spin up / spin down): 0.203 / 0.202 Eh
* <S²>: 8.756
* net charge: +1
* multiplicity: 6
* HOMO (spin up / spin down): -11.840 / -11.840 eV
* LUMO level (spin up / spin down): -6.31 / -6.35 eV
* molecular weight: 381.064 g/mol
* total energy: -4598.3177 Eh

[4]
Molecular formula: C12H10ClI2O5SV
Method: DFT, the ωB97M-V functional and the def2-TZVPD basis

Element x y z (Å)
V 0.1859 -0.0149 0.4790
O 0.9705 2.8571 2.5210
Cl -0.0508 1.9753 2.1852
O -1.2899 2.2015 2.7985
O 0.3862 0.5270 2.3772
O -0.2297 1.9089 0.6654
I 2.4137 -1.1494 -0.5257
I 3.8413 0.7944 0.6428
O -1.1487 -0.7753 0.3169
S -4.5989 -1.5775 1.2712
C -4.5847 0.0292 1.7611
C -4.3580 1.1594 0.9145
C -4.4540 2.4096 1.4427
C -4.7822 2.5667 2.8104
C -4.9345 1.4717 3.6696
C -4.8163 0.2092 3.1720
C -4.9181 -1.7174 -0.3929
C -4.6202 -3.0201 -0.9033
C -4.9236 -3.3146 -2.2046
C -5.5798 -2.3566 -2.9943
C -5.9314 -1.0924 -2.4767
C -5.6142 -0.7622 -1.1896
H -4.0255 0.9777 -0.0878
H -4.2709 3.2889 0.8395
H -4.8854 3.5694 3.2102
H -5.1537 1.6364 4.7162
H -4.9559 -0.6617 3.8017
H -4.1532 -3.7579 -0.2618
H -4.6927 -4.2884 -2.6145
H -5.8574 -2.6029 -4.0124
H -6.4974 -0.4044 -3.0908
H -5.9645 0.1707 -0.7691

* frontier orbital gap (spin up / spin down): 0.182 / 0.181 Eh
* <S²>: 1.188
* net charge: +3
* multiplicity: 2
* HOMO (spin up / spin down): -18.247 / -18.254 eV
* LUMO level (spin up / spin down): -13.31 / -13.34 eV
* molecular weight: 606.479 g/mol
* total energy: -3235.8645 Eh

[5]
Molecular formula: C12H10F2N2O2
Method: DFT, the ωB97M-V functional and the def2-TZVPD basis

Element x y z (Å)
C -0.0212 -0.0546 2.4218
C 1.0521 0.6168 1.6567
N 1.5516 1.6696 2.0266
O 2.6945 2.1173 1.3279
C 2.9235 1.3334 0.3706
C 2.0100 0.2287 0.6848
C 1.9487 -1.0511 0.0881
O 2.9505 -1.7770 -0.4408
N 0.7580 -1.5477 -0.5977
C -0.5565 -0.8375 -0.6858
C -0.4497 0.3072 -1.0062
C -1.6211 1.0986 -1.2337
C -2.9914 0.6285 -1.0804
C -2.9170 -1.0388 -0.7719
C -1.6774 -1.5268 -0.7087
H -1.6684 -2.6551 -0.2547
F -4.1324 -1.5217 -0.5937
F -4.1101 1.0822 -1.0921
H -1.8643 2.0950 -1.4731
H 0.3841 0.9617 -0.9853
H 0.7398 -2.4944 -0.8755
C 4.2067 1.1072 -0.3447
H 4.3804 0.1183 -0.8359
H 4.9936 1.5796 0.1766
H 3.9148 1.8016 -1.6048
H 0.1097 -1.1235 2.3604
H -0.1112 0.5496 3.4186
H -0.8674 0.0524 1.7201

* frontier orbital gap: 0.317 Eh
* net charge: 0
* multiplicity: 1
* HOMO: -8.655 eV
* LUMO level: -0.04 eV
* molecular weight: 252.220 g/mol
* total energy: -922.6298 Eh

[6]
Molecular formula: C12H10IN5O5STc
Method: DFT, the ωB97M-V functional and the def2-TZVPD basis

Element x y z (Å)
Tc 0.7906 -1.0854 -0.1324
O 0.7956 3.0462 4.3551
C 0.8100 2.2520 3.4828
C 0.8066 2.5579 1.9083
O 0.7869 3.6294 1.3879
C 0.8389 1.1983 1.2964
C 0.8661 0.1770 2.2285
O 0.9456 -1.0523 1.7792
C 0.8596 0.6556 3.6406
O 0.8719 0.0393 4.6589
O 0.8925 0.8661 0.0389
I 6.5042 -2.5094 -1.9699
C 4.7674 -1.4928 -1.5923
C 4.5296 -0.1296 -1.7637
N 3.2820 0.1306 -1.3890
N 2.6500 -1.0029 -0.9832
C 3.5754 -1.9927 -1.1086
H 5.1763 0.6525 -2.1327
H 2.7798 1.0067 -1.4201
H 3.3298 -3.0126 -0.8507
C -4.0760 2.0772 -1.0158
C -3.8090 0.8869 -1.9447
C -2.9823 -0.1631 -1.2691
N -1.7262 -0.0666 -1.0472
N -1.2308 -1.1883 -0.3687
C -2.1694 -2.1011 -0.0752
N -1.9423 -3.2371 0.5825
S -3.7084 -1.6357 -0.6484
H -4.6866 2.8138 -1.5334
H -3.1409 2.5539 -0.7245
H -4.6112 1.7709 -0.1163
H -3.2664 1.2007 -2.8363
H -4.7490 0.4454 -2.2761
H -1.0594 -3.4320 1.0233
H -2.7009 -3.8589 0.8159

* frontier orbital gap (spin up / spin down): 0.217 / 0.178 Eh
* <S²>: 1.129
* net charge: +2
* multiplicity: 2
* HOMO (spin up / spin down): -14.890 / -14.885 eV
* LUMO level (spin up / spin down): -8.97 / -10.05 eV
* molecular weight: 561.213 g/mol
* total energy: -1889.2287 Eh

[7]
Molecular formula: C12H10N6S3Ti
Method: DFT, the ωB97M-V functional and the def2-TZVPD basis

Element x y z (Å)
Ti 0.0000 0.0000 0.0000
C -1.0958 4.1254 1.1701
C -1.0655 2.7372 0.6024
N -0.2729 1.7741 0.9375
N 0.6378 2.1456 1.9271
C 0.9077 1.1207 2.6588
N 1.7291 1.1116 3.7338
S 0.0734 -0.3227 2.3614
C -1.9347 2.3209 -0.4770
C -2.9084 3.0582 -1.1276
C -3.6044 2.4231 -2.1532
C -3.2976 1.1006 -2.4723
C -2.2949 0.4633 -1.7556
N -1.5981 1.0555 -0.7712
H -0.9425 4.0984 2.2527
H -2.0528 4.6191 0.9920
H -0.2985 4.7168 0.7109
H 1.6908 1.9978 4.2090
H 1.4532 0.3188 4.3000
H -3.1269 4.0823 -0.8613
H -4.3814 2.9507 -2.6973
H -3.8257 0.5748 -3.2589
H -2.0137 -0.5667 -1.9528
S 0.7407 -1.8136 -1.3398
C 1.2735 -3.3584 -0.7486
C 1.2659 -4.5437 -1.5306
N 1.2747 -5.5372 -2.1412
C 1.6706 -3.2277 0.5137
S 1.4774 -1.5712 1.0018
C 2.1774 -4.2437 1.3665
N 2.5891 -5.1046 2.0368
H -0.2855 -0.0139 -1.7372

* frontier orbital gap (spin up / spin down): 0.196 / 0.190 Eh
* net charge: 0
* multiplicity: 1
* HOMO (spin up / spin down): -7.076 / -7.001 eV
* LUMO level (spin up / spin down): -1.75 / -1.83 eV
* molecular weight: 382.322 g/mol
* total energy: -2835.6327 Eh

[8]
Molecular formula: C12H10O2
Method: DFT, the ωB97M-V functional and the def2-TZVPD basis

Element x y z (Å)
C -3.1507 0.5626 0.4509
C -2.1600 1.1861 0.3205
C -0.8613 1.8179 0.2721
O -0.8406 2.9787 1.0201
C 0.2690 0.7173 0.8786
O -0.0137 0.2394 2.2075
C 1.6080 1.3859 0.7658
C 2.5870 2.0643 0.5401
C 0.3384 -0.4628 -0.0418
C 0.7153 -0.3818 -1.3625
C 0.6890 -1.5656 -2.1875
C 0.3238 -2.7580 -1.5793
C -0.1150 -2.7706 -0.3150
C -0.0967 -1.6276 0.5818
H -3.9591 -0.1778 0.5119
H -0.4797 2.0626 -0.8479
H 0.1197 3.3100 1.0177
H -0.0237 0.9801 2.9126
H 3.5191 2.5600 0.3774
H 1.0806 0.5746 -1.7291
H 1.0464 -1.6225 -3.2890
H 0.1386 -3.7432 -2.1172
H -0.3826 -3.6921 0.0549
H -0.3517 -1.6376 1.5572

* SMILES string: C#C[C@@H](O)[C@](O)(C#C)c1ccccc1
* frontier orbital gap: 0.359 Eh
* net charge: 0
* multiplicity: 1
* HOMO: -9.116 eV
* LUMO level: 0.65 eV
* molecular weight: 186.210 g/mol
* total energy: -613.5471 Eh